Record 1
The following is a quantum chemistry calculation of C22H41N2O9PS2 as an isolated structure, from the Open Molecules 2025 dataset.

Calculated values
gap between HOMO and LUMO: 7.99 eV
highest occupied orbital energy: -8.9557 eV
ΔE to the lowest compared entry with this formula, charge and spin: 0.0 kcal per mole

The geometry in ORCA input format:
```
! RIJCOSX wB97M-V def2-TZVPD def2/J DEFGRID3
* xyz 0 1
H -0.1635 -1.9553 3.3985
H -4.1214 0.4928 4.2340
H 1.4680 -2.5910 3.0532
C -0.8885 -7.2947 -0.7437
H 2.0127 0.4172 -5.2274
H -4.7614 1.9879 4.9262
H -0.6455 -2.1139 0.5155
O -2.7419 1.5989 5.1923
H -0.2961 -4.3261 -0.5671
P -3.1505 4.5128 -0.9667
H 0.6299 4.0616 4.2062
S -4.5454 5.7631 -1.3782
H -0.4209 2.0793 5.3967
H 2.8761 3.0447 -6.5569
C -3.3496 3.5937 0.5638
C 0.4080 -2.8549 3.1408
H 4.3647 -2.3157 -2.3799
O 1.7770 1.3441 -3.3753
C 0.2266 -2.7261 0.7824
C -2.4937 2.5169 0.9392
H -5.3025 3.6037 3.3439
H 1.1514 -1.7933 -4.4094
C -2.3557 2.9031 5.6090
H -0.8161 -8.3774 -0.5896
C 3.2842 -2.2860 -2.5117
C -4.5128 3.2706 2.6812
C 1.6484 -1.0873 -3.7290
N -1.8229 0.8418 2.3756
H 0.4048 0.4280 -4.4940
H 4.7636 2.8278 -3.8086
H 3.1735 3.3657 -4.3918
C -4.3312 3.9396 1.4349
C -2.7022 1.8349 2.1814
C -3.7330 2.2375 3.0745
H -2.6576 3.0396 6.6523
H 1.1472 -1.1456 -2.7546
H 0.2937 -3.5824 3.9424
C -3.9050 1.5491 4.4011
O 1.7744 -4.2934 -0.3193
O 3.0129 -1.4356 -3.6051
H -2.8845 3.6566 5.0173
H 3.1293 2.2425 -2.2156
C -0.8471 3.0829 5.4555
H -1.3782 5.2175 0.0586
H -0.9511 4.8348 4.1685
H 1.6176 -5.1452 1.5764
H -0.6770 3.3113 3.3032
H 1.5055 -6.8537 -0.9513
O -1.6814 5.1589 -0.8547
H 3.8256 1.8050 -7.4016
C 1.9172 -5.3966 0.5567
H 4.6425 3.2232 -6.7128
O 4.0037 1.7508 -5.3892
H -1.9331 -6.9990 -0.6613
C 3.1379 1.6418 -3.1288
C 1.2344 -6.6617 0.0938
H 1.0793 -2.0563 0.9488
O -2.9465 3.3443 -2.0327
H 0.6114 -2.9834 -1.2665
H 2.8284 -1.9098 -1.5895
C 3.8287 2.5036 -6.5666
O -0.0700 -3.4547 1.9574
C 1.4706 0.3054 -4.2856
S -0.8474 0.8413 1.1079
C 0.5268 -3.6306 -0.3889
H -0.5330 -7.0573 -1.7525
H 3.7212 0.7389 -2.9347
H 2.9218 -3.3038 -2.6897
N -1.4613 2.0310 0.2448
H -2.8348 3.6976 -2.9253
H 2.9903 -5.6022 0.5645
H -4.9961 4.7473 1.1577
O -0.1708 -6.5798 0.2348
H 1.6133 -7.4944 0.7021
C 3.7948 2.4844 -4.1965
C -0.4443 3.8694 4.2125
H -0.4436 3.5643 6.3470
*
```

---

Record 2
The following is a quantum chemistry calculation of a 2-piece molecular cluster, C22H41N3O6P3S overall, from the Open Molecules 2025 dataset.

Calculated values
gap between HOMO and LUMO: 7.95 eV
highest occupied orbital energy: -11.5109 eV

The geometry in ORCA input format:
```
! RIJCOSX wB97M-V def2-TZVPD def2/J DEFGRID3
* xyz 1 1
H -0.6676 1.2306 1.9711
H -3.9440 2.4485 0.0036
C -1.6673 -2.3162 1.6031
H -5.2291 -2.4543 4.4221
C 6.3480 0.5727 0.7800
C -3.3946 1.2814 1.7180
H -2.5253 -1.4285 -5.4289
C 5.9376 1.1513 2.1145
P -4.2479 1.3712 -2.3166
H -2.7452 1.4274 2.5793
P 0.6586 -0.6130 -3.5335
H 1.3409 -2.1456 -0.8094
C -3.0243 2.1749 0.5079
C 2.3793 1.1385 -1.2199
C -0.2205 1.8592 1.1934
C -2.3304 -3.3393 0.6957
C 0.6752 -2.3314 -2.8617
H 0.9150 -2.9697 -3.7145
H -1.4303 -2.7665 -5.0518
N 1.2080 2.0143 1.3734
C -2.0631 1.5550 -0.4733
H -1.8720 -2.5154 2.6525
H -2.6130 3.1067 0.8940
H -2.0624 -1.7738 -3.7688
H 1.8709 0.9987 3.1336
H -0.5869 -2.3757 1.4851
H -0.8204 0.2037 -5.2731
N -1.6907 0.5267 -2.5561
P -3.5110 -0.4583 1.3004
C -1.6971 -1.7457 -4.7963
H 5.9910 -0.4530 0.7374
O -4.1402 -1.2427 2.5163
H -5.8778 -1.8509 1.5276
H 1.3764 2.8465 1.9193
H 0.1468 -1.1985 -5.7518
H 7.4165 3.0788 0.1828
O -1.9937 -0.9462 1.2769
H -0.6709 2.8450 1.3211
H 2.6509 -2.0713 -1.9548
H 8.4566 2.9448 3.0622
O 6.6641 2.1363 2.6673
C -0.6964 1.3661 -0.1563
H -4.9983 0.2941 -1.8464
H -6.1069 -0.5747 2.7160
H -3.2404 -3.7332 1.1459
C -0.4010 0.2675 -2.3051
N 1.4713 0.4252 -0.8382
H -4.0270 1.1330 -3.6923
C -0.4910 -0.7906 -4.9697
H -5.7331 -3.5464 3.1143
H -2.6026 -2.9022 -0.2637
C -2.5322 1.1451 -1.7037
C -5.5710 -1.5011 2.5104
H -6.9208 -2.4912 3.8318
H -4.3915 1.5736 2.0531
C 1.7007 -2.5600 -1.7507
H -0.3112 -2.6196 -2.4972
C 7.9692 2.4995 2.1972
C 1.8563 0.8803 2.0488
H 7.3493 4.3810 1.3670
H 5.8322 1.1521 0.0162
C 0.1148 0.7171 -1.0939
H -1.6591 -4.1771 0.5199
O -4.1957 -0.6342 0.0015
H 1.3319 -0.0437 1.8093
H 8.5435 1.6107 1.9341
C 7.9093 3.4977 1.0608
C -5.8712 -2.5595 3.5527
O -4.8098 2.7052 -2.0252
H 8.9153 3.8040 0.7745
O 4.9249 0.8025 2.6626
H 7.4159 0.5669 0.5825
S 3.5795 2.0583 -1.5309
H 2.8838 0.7728 1.7074
H 1.8441 -3.6260 -1.5883
H -2.0590 0.2285 -3.4517
*
```

---

Record 3
The following is a quantum chemistry calculation of C22H42BrCuOSi2Te as an isolated structure, from the Open Molecules 2025 dataset.

Calculated values
gap between HOMO and LUMO: 7.49 eV
highest occupied orbital energy: -7.2380 eV
ΔE to the lowest compared entry with this formula, charge and spin: 7.7 kcal per mole

The geometry in ORCA input format:
```
! RIJCOSX wB97M-V def2-TZVPD def2/J DEFGRID3
* xyz 0 1
H 3.1972 -6.1025 -1.9761
H 6.2950 -0.8803 -1.4716
H 2.0252 1.1881 0.2419
C -2.5055 3.2808 -1.8508
H 1.4926 -7.0155 -4.3872
Cu -0.3017 0.4385 -1.0919
Si 1.7508 3.6155 0.6161
H 5.0983 -1.8447 -0.5897
H -1.8114 3.4665 -2.6728
H 1.2535 1.5051 1.8112
H 4.1045 4.3815 0.7182
H 3.3707 1.2072 -1.9661
O 1.5010 -0.0452 -1.5077
C 0.4669 3.6538 -0.7715
C 1.0765 4.6176 2.0407
H 5.7366 -2.4139 -2.1343
H 3.9718 0.2006 -4.2192
C 3.0024 -4.9576 -5.2380
C 3.1940 -2.9023 -2.9759
H 5.6534 0.2446 -3.6584
H 4.4770 -5.3611 -2.9422
H 2.9965 1.7253 1.6231
H -4.1911 3.7859 0.8189
H -1.7242 5.7228 0.1684
H 0.0630 -4.1333 -2.8002
H 1.7662 4.6036 2.8905
C 0.7368 -2.2159 -2.1595
H 3.7696 -6.8979 -3.4542
C 2.4784 -5.1876 -3.8121
Te -1.2909 2.5477 -0.2408
H 0.4426 -5.5993 -4.4799
Si -3.4858 4.8007 -1.3310
C 3.5458 -5.9295 -2.9969
H -5.2563 5.1240 0.3777
C 2.1744 -3.8400 -3.1559
C 5.4203 -1.5274 -1.5844
C -4.7009 4.2692 -0.0188
C 4.2912 -0.7541 -2.2929
C 2.0326 1.8455 1.1199
C -2.3227 6.1014 -0.6658
H 3.6695 3.8934 -0.9259
H 0.1162 4.2224 2.3853
H 4.9718 -1.2540 -4.3118
H -3.1675 2.4656 -2.1521
H 3.1218 5.4555 -0.2894
H 4.1870 -3.1755 -3.3162
H 0.1505 4.6786 -0.9838
C 3.0372 -1.6477 -2.4034
H 3.7541 0.3422 -0.4794
H 2.2616 -4.4198 -5.8344
H -3.7219 5.8323 -3.5788
H 0.8428 -6.3092 -2.9038
H -5.4260 3.5605 -0.4308
H 0.8553 3.1966 -1.6828
C -4.4058 5.5035 -2.7914
H -5.1006 4.7786 -3.2245
H 0.9301 5.6621 1.7459
H -2.8879 6.9646 -0.3029
C 1.2358 -6.0739 -3.8966
H -1.6417 6.4546 -1.4465
Br -1.0637 -1.7698 -1.6030
C 4.0950 0.5438 -1.4969
C 3.3077 4.4090 -0.0313
C 1.7360 -1.2373 -1.9938
H 5.0610 1.0562 -1.4415
H -4.9864 6.3727 -2.4662
H 3.9226 -4.3689 -5.2351
C 0.9138 -3.4697 -2.7194
H 3.2138 -5.9133 -5.7275
C 4.7500 -0.3716 -3.7077
*
```

---

Record 4
The following is a quantum chemistry calculation of a 2-piece molecular cluster, C22H42FIN3O8 overall at a distorted geometry, from the Open Molecules 2025 dataset.

Calculated values
gap between HOMO and LUMO: 8.77 eV
highest occupied orbital energy: -11.3021 eV
ΔE to the lowest compared entry with this formula, charge and spin: 0.0 kcal per mole

The geometry in ORCA input format:
```
! RIJCOSX wB97M-V def2-TZVPD def2/J DEFGRID3
* xyz 1 1
H 3.9897 4.6697 2.0105
H -4.3016 0.3519 -0.9250
H 3.4017 0.7121 1.7434
C 2.1611 -0.3861 3.0791
C -2.5344 -0.7627 -1.3340
H -3.8407 3.1374 -0.0814
O 0.9971 -2.0137 0.5254
N -0.3315 -0.5017 -0.6345
H 3.1897 -0.9696 1.2958
C 2.0916 0.7470 -0.7276
C 1.5812 0.3586 0.6838
H -0.0950 -3.4267 -1.1979
H -0.7984 -4.0982 -3.7645
N -2.5250 1.5744 -0.7086
F -5.9748 -5.7223 1.4300
H -0.9377 -1.9261 -3.0505
H 6.0426 2.8756 -0.3802
H 1.1014 1.2428 1.1107
H 2.8590 3.3396 2.2964
C 3.4993 1.3451 -0.7400
O 2.7016 3.5277 -0.3066
C 0.4375 -0.6636 -1.9640
H 1.6798 -1.3683 3.1512
H -0.6944 0.4712 -0.5807
H 2.3542 -0.1466 -2.6688
H 1.5006 -3.3819 -1.9567
H -3.1514 -1.6005 -1.6496
N 4.4595 2.8270 1.0191
O -4.7668 -2.9096 -0.1270
H -3.0912 2.1651 1.1987
H -0.2135 -0.6013 1.4379
H 4.2474 0.6868 -0.3009
C 3.4977 2.6850 -0.0200
C 5.6711 3.4526 0.4692
H 0.1562 3.8121 1.2407
H 3.0259 -0.4042 3.7481
C 0.4930 -0.7205 0.6132
C -4.1006 -3.9460 -0.6888
H -5.7185 -2.7488 1.7121
C -2.9169 2.6360 0.2258
O -4.3753 -5.0919 -0.0344
H -0.7644 2.3709 1.6851
C -0.8449 3.4425 1.4745
O -2.5288 4.9339 0.5328
C 2.6611 -0.0872 1.6698
H -1.8968 5.6421 0.7017
H -1.2890 3.7320 -0.6114
C -3.2634 0.3165 -0.5657
O 1.2740 0.6522 3.5038
H 0.6279 -2.5694 1.2211
H -4.3228 -4.7733 1.9875
C -0.0124 -4.4274 -3.0855
C -5.6672 -3.4239 0.8642
C -1.8360 3.7077 0.3433
C 1.9231 -0.4165 -1.7012
C 0.1109 -1.9362 -2.7466
H 3.7746 1.5318 -1.7835
H 0.5301 0.2740 3.9841
C -5.0522 -4.7781 1.1755
H -6.6551 -3.5535 0.4213
C 0.4285 -3.3030 -2.1447
H 6.4398 3.4646 1.2427
O -1.4639 -1.3331 -0.5527
H 5.4730 4.4802 0.1399
C 3.9108 3.5857 2.1514
H -2.6544 1.9194 -1.6544
O -3.3589 -3.8368 -1.6112
H -2.1081 -0.3144 -2.2372
H -0.3968 -5.2864 -2.5427
H 0.6918 -1.8204 -3.6709
H 0.0807 0.1805 -2.5628
H 1.4480 1.5631 -1.0887
H -3.2907 0.0666 0.4979
I 1.5782 -5.1472 -4.2966
H 4.4575 3.3047 3.0541
H 2.4156 -1.3188 -1.3328
H -1.1911 3.9299 2.3890
*
```

---

Record 5
The following is a quantum chemistry calculation of C22H42NNdOP3S as an isolated structure at a distorted geometry, from the Open Molecules 2025 dataset.

Calculated values
gap between HOMO and LUMO (alpha / beta): 4.65 / 4.74 eV
highest occupied orbital energy (alpha / beta): -14.1837 / -14.1926 eV
<S²>: 3.755
ΔE to the lowest compared entry with this formula, charge and spin: 0.0 kcal per mole

The geometry in ORCA input format:
```
! RIJCOSX wB97M-V def2-TZVPD def2/J DEFGRID3
* xyz 3 4
H -2.8578 -0.9372 4.3716
O -0.9616 0.6393 -1.6304
C 0.1935 -3.3335 -0.5700
S -2.7856 1.1814 2.6579
H -0.9257 -0.4656 -6.6032
C 0.3014 -0.1889 -4.8862
H -2.9303 1.3234 -3.1882
H -2.7821 -3.3687 -1.2575
H 1.1876 -0.7159 0.8520
H 1.2290 4.3645 1.5544
C 1.0318 -2.2591 3.1464
C 0.8382 3.3240 -1.0415
C 3.4005 -2.0058 1.5199
H 2.9625 1.0077 2.5254
H 3.1356 -0.2249 3.8115
P 1.9200 -1.1480 2.0733
C -2.7771 2.1586 -7.0890
H -3.1074 -1.6027 -1.1425
H -0.6720 2.5940 4.0329
C -0.8893 0.5681 -2.9367
H -2.5325 -4.1511 0.7229
H 0.0663 -0.1663 7.2942
H 1.6703 -3.1382 3.3131
H 1.5883 0.6499 3.6266
C -1.4006 -0.7371 5.8451
H 0.6320 1.9616 6.0976
H -0.7326 2.0403 -7.7908
C 2.4469 0.2272 3.0935
C 3.0487 1.7799 -0.3424
C -2.0523 0.8396 -3.6784
C -1.8005 0.8202 4.0281
H -2.9828 0.7119 -5.5441
H 2.9342 1.2441 -1.2989
H 3.6300 2.7004 -0.5271
H -1.6803 -1.7038 6.2791
C -2.0736 0.4308 -4.9990
H -3.6941 1.5588 -6.9830
H -0.2245 3.5835 -0.9253
H -1.8386 0.5978 -8.1555
H 1.2151 -0.4836 -5.4050
C -0.1380 1.3021 5.7086
H -0.2908 -4.1894 -1.0765
H 1.9108 3.0757 2.5627
H 4.0407 -1.3549 0.8971
H 3.6247 1.1374 0.3429
H -2.4927 -2.9223 2.0149
H 3.1505 -2.9129 0.9417
P -1.1212 -2.2470 0.1360
P 1.4124 2.2388 0.3373
H 0.7907 -2.7726 -1.3101
C -0.9300 -0.1307 -5.5700
C 0.3117 0.1403 -3.5529
H -1.8208 -2.2016 -2.2383
H 2.9307 3.8810 1.3450
H 0.8660 -3.7123 0.2198
N -2.1081 -0.3595 4.7228
C -0.4348 0.0966 6.3654
C -1.8844 -3.4701 1.2871
H 0.0728 -2.5709 2.7135
C 1.9198 3.5182 1.5641
C -1.7085 1.5683 -7.6458
H 0.9734 2.8416 -2.0196
H 1.1785 0.0286 -2.9185
H -2.8650 3.2192 -6.8407
H -1.1266 -4.0551 1.8162
H 0.8472 -1.7613 4.1088
C -0.8377 1.6663 4.5742
C -2.3250 -2.3661 -1.2722
Nd -1.0360 0.6696 0.4781
H 3.9200 -2.2749 2.4567
H 1.4391 4.2411 -0.9993
*
```

---

Record 6
The following is a quantum chemistry calculation of a 3-piece molecular cluster, C22H43ClF9N3O9P3S overall at a distorted geometry, from the Open Molecules 2025 dataset.

Calculated values
gap between HOMO and LUMO: 7.76 eV
highest occupied orbital energy: -11.8283 eV

The geometry in ORCA input format:
```
! RIJCOSX wB97M-V def2-TZVPD def2/J DEFGRID3
* xyz 1 1
C -5.9772 -0.4489 2.5112
C -3.9844 0.7789 1.5369
C 3.9945 4.9093 2.9713
F 1.1552 3.2857 1.8349
C -5.4974 -6.2989 -4.0109
P -4.8377 -3.3559 -5.0298
N -2.8266 0.2725 0.7693
O 5.4329 3.4650 1.6338
H -4.2336 -5.7675 -7.4845
H 9.5027 3.4484 3.9934
O -3.7078 -2.1728 -4.8316
O -5.7658 -2.7161 -6.0189
H -3.2802 -0.2738 -4.2762
O 7.0146 4.1213 3.2772
H -4.1581 -2.7897 -8.1739
C -4.0558 -1.0180 -4.0841
H -4.9554 -1.9736 -2.3593
H -1.6601 0.7700 -1.7156
H 2.9557 5.2136 3.1156
C -5.0957 -5.1584 -3.0953
H 0.7898 -1.9427 1.2323
Cl -0.6214 -0.8064 3.5065
C -4.1214 -1.3091 -2.5925
H 2.5319 -0.2989 3.1185
S 0.8743 1.8385 -1.7364
H -5.9799 -4.6228 -2.7371
C 0.7011 0.2686 1.3304
H -4.5692 -5.5494 -2.2242
H -2.9070 -0.3249 -0.0555
H -3.2077 -1.8068 -2.2546
C 1.4699 -1.0816 1.3493
F -7.0737 -1.1530 2.3152
P 6.3529 2.6780 2.7455
H 4.5733 5.7685 2.6342
H -3.7646 0.6524 2.6060
O 7.7117 2.4468 1.8514
P -0.3542 0.4442 -1.2424
H -0.0182 -0.7794 -1.8822
N -0.5090 0.1581 0.4859
H -5.6388 -4.7421 -7.2746
O -4.0054 -4.3486 -6.0381
O 5.7754 1.2906 2.6819
H -4.6178 -6.7738 -4.4453
H -5.9932 0.6715 0.7063
C 8.2569 1.1403 1.6631
H 1.4593 0.9594 0.9139
H 9.2154 3.3460 5.7424
C 7.5525 4.1337 4.6166
H -4.5330 -4.0607 -9.3529
H 1.9160 -1.9342 3.2627
F 0.1538 3.4625 3.7859
H -4.9857 -1.9243 0.8098
C 8.7595 3.2262 4.7591
H -6.0713 -7.0470 -3.4629
F -6.2483 0.6785 3.1837
F -0.2198 4.8498 2.2284
C 4.0874 3.7695 1.9697
C 0.0287 3.5601 2.4710
H 8.0981 -0.4983 0.2644
C -4.5488 -4.7379 -7.3025
H 4.3962 4.6098 3.9433
C 7.7843 0.5431 0.3519
F -2.2947 3.3888 2.3485
H 6.7686 3.8461 5.3228
H -2.9553 -4.0051 -8.5474
C -1.1846 2.7660 1.8983
H -4.1426 1.8273 1.2448
H 9.3439 1.2448 1.6448
H 3.3974 -1.6562 2.2808
N -1.2375 1.3710 2.2875
F -5.1649 -1.2034 3.2787
H 8.2010 1.1037 -0.4869
O -4.2038 -4.2262 -3.7419
F -1.1863 2.9534 0.5592
H 7.8336 5.1635 4.8357
H 6.6996 0.5939 0.2542
O -5.0685 -1.0931 0.3149
C -4.0267 -3.8455 -8.4111
H 8.4801 2.1740 4.6432
F 2.2605 -1.0693 0.1874
H 3.5889 4.0594 1.0431
H 0.6420 1.1218 3.4413
C -5.2862 -0.0200 1.1967
H -6.1151 -5.9418 -4.8405
C 0.0094 0.6981 2.6574
H 8.0168 0.4912 2.5061
H -4.2585 -0.3854 -2.0247
H -5.0054 -0.6100 -4.4424
C 2.4194 -1.2471 2.5599
C -1.6379 0.5819 1.1455
H 3.5876 2.8728 2.3524
*
```

---

Computed calculated total energy, in the same sequence as the records: -75844.279 -78932.259 -163276.593 -55156.226 -80986.167 -122085.292 eV.